1.
Computed, not measured: C15H34CaCl8MgN3O9PV as an isolated structure, with wB97M-V/def2-TZVPD.

```
73
Properties=species:S:1:pos:R:3:forces:R:3
Cl -3.1442 -4.4108 -4.8086 -0.1 0.0 0.0
H -1.6406 4.6963 1.9093 -0.1 0.0 0.1
C -5.9892 -0.7324 1.0549 -0.1 0.0 0.1
C -1.8202 2.5424 -2.8238 -4.6 -3.4 1.8
O 2.0040 1.7704 0.5656 -0.3 -1.2 -1.1
H 0.2095 -1.1800 -2.3150 0.4 -0.1 0.4
H -1.4065 6.2936 3.6570 0.0 -0.1 0.0
C 0.1311 4.1678 2.9949 0.1 0.0 -0.1
H -2.0607 -0.6586 -2.1497 0.0 -0.5 0.4
N 2.8592 1.4646 -1.8988 -0.1 -1.0 0.5
H -2.7466 -1.8033 0.5426 0.6 0.7 -0.5
H -3.6863 -6.2795 -3.4817 0.1 0.0 -0.1
C -1.7143 -1.9284 0.1521 -0.4 -1.4 0.3
C 0.3575 -0.8825 0.3963 0.1 0.3 0.1
H 1.3515 -3.4758 -2.4396 -0.3 0.4 0.5
H -5.5767 -0.7204 2.0585 0.1 0.0 -0.1
Cl -5.0512 0.3686 0.0382 0.0 0.1 0.0
O 1.5537 -7.0660 -0.7479 -0.6 0.0 -0.6
C -0.3990 3.4081 -3.3397 4.6 3.7 -1.8
C 1.8583 3.0795 6.2468 -0.7 -0.4 0.4
H -1.9390 3.9930 3.5263 -0.1 0.1 -0.1
Cl 3.6216 4.1323 -0.8178 -0.1 0.2 -0.3
H -0.6780 3.8605 -4.3059 -0.8 -1.1 -0.3
Cl 2.6478 -8.1177 -2.5324 -0.4 0.7 2.5
O -0.9852 -0.7046 0.1454 0.3 -0.1 -1.0
H 2.3637 2.6129 7.0861 0.1 0.2 0.0
H 2.6708 1.2287 -2.8778 -0.6 0.9 1.1
H -1.2400 -2.6737 0.8246 0.0 0.5 -0.4
H 1.2389 1.9278 1.1488 0.3 0.4 0.1
O 3.8153 -8.3913 1.4769 -2.7 1.7 -1.6
P 1.5100 1.1531 -0.8674 -0.4 1.5 0.4
H 0.8185 -3.2761 -0.7094 0.0 0.2 -0.6
H -1.5174 2.1126 -1.8487 0.9 1.0 0.3
N 1.3660 -0.5910 -0.5697 -0.2 0.7 -1.3
H -0.3450 4.2835 -2.6709 -0.4 -0.7 1.0
H -1.8578 1.6632 -3.4934 0.4 0.6 -1.0
C 2.9515 -2.9944 -1.0530 -0.2 -0.6 -0.4
H 4.1388 -4.6388 -1.9511 -0.1 0.0 0.6
H -7.0214 -0.3981 1.0745 0.1 0.0 -0.1
H -3.4859 -1.7376 -2.0493 0.5 -0.2 0.4
C 1.4533 -2.8708 -1.5167 1.5 0.8 -0.1
N 0.4776 5.3448 3.5716 -0.3 -0.1 0.0
O 0.5584 2.6102 -3.3259 -0.8 -0.4 0.1
Mg 2.7000 0.0773 -4.3875 0.1 -0.4 -0.9
Cl 2.9692 4.2547 5.4936 0.5 -0.2 -0.3
H 3.0508 -2.5721 -0.0388 0.0 -0.3 -0.4
C -2.3792 -1.7194 -2.1110 -0.1 -0.1 -1.6
H 3.8090 -4.7861 -0.1520 -0.1 -0.3 -0.7
O 0.6940 -1.2478 1.4648 0.4 -0.6 1.6
H -0.2918 6.6528 4.9923 -0.2 0.1 0.0
H -1.4251 2.9632 2.1839 0.1 0.0 0.0
H -0.0105 7.3546 3.3833 -0.2 0.1 0.0
Cl -1.3410 -6.3955 -3.6448 0.0 0.0 0.1
Cl -5.9337 -2.3864 0.4337 0.0 0.0 0.1
C 3.3983 -4.5010 -1.1443 -0.4 0.9 0.2
H 1.5975 2.3339 5.5004 0.1 0.3 -0.2
C 1.1854 -1.3621 -1.8119 -0.4 -1.0 -0.2
H 3.6278 -2.4019 -1.7092 -0.6 -0.1 0.3
O -2.7739 3.3364 -2.8462 0.9 0.3 -0.3
C -2.8830 -5.5499 -3.4797 0.0 -0.1 0.2
Ca 3.5589 6.8311 6.3308 0.0 0.1 0.1
H 2.5140 -5.1014 -1.4206 0.6 0.0 0.4
Cl 0.3917 3.8676 6.8203 0.1 0.0 0.0
H -2.8827 -5.0002 -2.5429 0.1 0.0 -0.1
H 3.1210 2.4964 -1.8897 0.2 -0.1 0.7
C -0.3680 6.4717 3.9162 0.6 0.0 0.0
H 1.4659 5.3987 3.7666 -0.2 0.1 -0.2
C -1.3142 3.9476 2.6326 0.0 0.0 0.0
H -2.1038 -2.1608 -3.1053 -0.3 0.3 0.9
V 2.7157 -7.7408 0.3767 3.6 -2.4 -0.3
O 0.9987 3.3293 2.7906 -0.1 -0.4 0.1
O -1.7107 -2.5084 -1.1309 -0.3 0.7 0.4
H 1.9685 -1.0635 -2.5470 -0.3 -0.1 0.7
```
Positions in Å, forces in eV/Å.

- HOMO (eV) = -8.045
- total charge = +1
- LUMO level (Ha) = -0.24745

***

2.
Computed, not measured: Cl2CuF2NO4S2 as an isolated structure, with wB97M-V/def2-TZVPD.

```
12
Properties=species:S:1:pos:R:3:forces:R:3
S -0.5360 -0.2112 1.4672 -8.4 -4.0 3.5
Cl -3.3290 0.4156 -2.8641 1.5 -0.5 0.4
O 2.3690 -0.4844 1.0473 -2.0 1.8 -0.2
F -1.9970 -0.7613 0.9074 0.6 0.0 -0.1
O 1.5765 1.9186 1.3310 -1.0 -3.1 -0.7
S 1.4710 0.6036 0.6775 4.9 2.6 -3.0
Cl 0.3356 -1.5430 -4.2314 -0.9 0.8 1.7
N -0.0872 0.1730 0.0621 3.8 1.6 -0.4
O 0.0111 -1.4143 2.0138 0.6 0.6 0.0
F 2.0014 0.9706 -0.7979 -0.3 -0.2 0.3
Cu -0.7781 -0.4430 -1.9842 -0.2 -0.1 -1.2
O -1.0372 0.7758 2.3713 1.4 0.6 -0.3
```
Positions in Å, forces in eV/Å.

- HOMO (alpha / beta) (eV) = -7.651 / -7.174
- 2S+1 = 2
- relative energy (zero: lowest compared OMol25 entry of this formula, charge and spin) (kcal/mol) = 0.0
- total charge = -1
- LUMO level (alpha / beta) (Ha) = 0.05410 / -0.06677

***

3.
Computed, not measured: a 2-piece molecular cluster, C9H10ClNO3 overall, with wB97M-V/def2-TZVPD.

```
24
Properties=species:S:1:pos:R:3:forces:R:3
H 1.8487 -0.1278 -2.1369 0.7 -0.5 1.6
H -2.4662 -1.5337 -0.8701 -3.9 -0.8 -2.1
O 0.4662 2.3258 1.0967 -0.3 -0.4 0.9
Cl 2.8895 2.7615 -0.5634 -0.6 0.1 0.0
C -1.6686 -1.3486 -0.3204 3.6 1.6 1.3
C -0.4243 -1.3749 1.7082 -0.6 0.6 1.7
C 1.8219 -0.0933 -1.0113 -3.6 3.1 -1.7
C -0.5352 -0.9888 -1.0463 0.8 0.2 5.0
C -1.6791 -1.3487 1.0550 0.8 -1.4 0.1
H 0.5277 1.4997 1.6132 -0.2 0.2 -1.1
C 1.3933 2.0523 -1.0863 -0.5 -2.7 0.6
H -0.3459 3.1769 -0.3981 -0.8 2.5 -1.0
H 1.7201 -0.7793 1.5444 -0.7 -0.3 -0.1
O 0.0666 1.9167 -2.9578 -1.4 -0.3 -0.3
H 2.5763 0.0471 -0.3167 2.2 0.0 0.3
C 0.6372 -0.6232 -0.3352 0.1 -1.5 -0.4
H -0.6345 1.5316 -0.6084 0.2 -0.3 0.5
H -0.4781 -1.6703 2.8068 0.6 0.6 -1.5
O 2.1542 2.3240 -3.1831 1.0 0.3 -1.6
N 1.1713 2.1285 -2.5331 1.1 0.2 1.4
H -0.6335 -0.9512 -2.0373 0.1 0.3 -3.9
C 0.1049 2.2653 -0.2710 2.0 -1.9 0.8
C 0.7420 -0.9377 1.0557 -1.0 0.1 -0.7
H -2.6277 -1.5743 1.5510 0.6 0.1 0.2
```
Positions in Å, forces in eV/Å.

- HOMO (alpha / beta) (eV) = -8.759 / -8.758
- relative energy (zero: lowest compared OMol25 entry of this formula, charge and spin) (kcal/mol) = 29.4
- total charge = 0
- LUMO level (alpha / beta) (Ha) = -0.03138 / -0.03139

***

4.
Computed, not measured: one molecule with the formula C18H22N6O, with wB97M-V/def2-TZVPD.

```
47
Properties=species:S:1:pos:R:3:forces:R:3
N -3.2916 -2.5719 1.4953 1.6 -1.7 -0.2
C 0.9601 1.2086 -0.6833 -1.2 -3.9 0.5
N 2.2866 -1.3258 -1.1658 2.4 -0.1 -1.2
H -3.0644 3.0971 3.1642 0.3 0.9 -1.2
C 2.6051 -0.8967 -2.5551 -1.9 1.1 0.9
C -2.5981 -1.4428 1.1941 -2.3 0.0 -0.3
N -0.8982 -3.6791 0.4942 -4.0 -6.3 3.0
C -4.1953 4.7134 2.1849 0.1 -0.5 0.5
H -5.0856 4.1910 1.9155 -0.7 -0.7 -0.3
C 3.5938 -1.7076 -3.2578 1.4 -2.0 -0.4
N 1.4470 2.1643 -0.9871 2.2 4.4 -1.2
H 5.1146 -0.6628 -2.1646 1.0 2.6 -0.8
C 0.3916 -0.0514 -0.4136 -0.3 1.1 0.5
H -3.1716 3.6818 0.2627 -1.1 0.2 -1.7
N -3.3537 -0.4136 1.3103 -1.9 2.7 2.1
H 3.1299 -1.9861 0.6995 0.1 1.2 -1.4
H -0.9857 -3.8581 1.4964 -0.7 -0.1 -0.4
H 3.7696 -1.3266 -4.2908 0.1 0.2 0.8
C -1.3960 -1.3216 0.5765 1.2 -1.0 -1.0
H -2.1003 4.4902 2.3938 -0.5 -0.7 0.2
C -1.5690 1.0539 0.6694 0.3 -0.5 0.4
N 0.4872 -2.3520 -0.2776 2.3 -0.9 -1.8
H -4.0980 5.5155 1.4769 0.4 0.4 -0.3
C 1.0440 -1.2242 -0.5968 -0.1 0.9 -1.5
H -4.3902 5.1197 3.1558 -0.1 0.5 0.6
H -0.6467 2.8679 1.3087 0.7 0.6 0.2
H 3.2610 -2.7726 -3.4904 0.4 1.0 0.9
C -2.8102 3.0161 0.9847 1.4 0.0 2.4
O -3.6069 1.8737 1.2306 -0.8 -1.4 -0.3
H 5.6724 -2.2154 -2.9648 -0.7 0.9 1.6
C 3.3934 -1.3294 -0.2227 -0.7 -1.1 0.8
H 1.6790 -0.9572 -3.0574 -1.3 0.0 -0.7
C -0.8444 -0.0649 0.2410 -1.1 0.5 1.0
H -0.0570 -4.0292 0.1759 1.9 -2.4 -0.6
C -2.8144 0.7683 1.2010 -0.1 1.4 -2.2
H 2.9195 0.1428 -2.7295 0.0 0.2 0.9
H -3.1690 -3.2491 0.7418 -0.8 -0.4 0.8
H 3.5250 -0.2919 0.1336 0.7 -0.3 0.0
C 4.8669 -1.6398 -2.3774 -0.2 -3.0 0.0
H 4.3987 -3.0708 -0.8058 -0.3 -1.8 0.2
C -2.9764 3.8000 2.2684 1.0 1.0 1.1
C -0.7038 -2.4734 0.1870 1.7 6.7 0.7
H 5.4538 -1.8207 -0.1626 -0.5 -0.3 -1.1
H -4.1719 -2.3255 1.9188 -0.3 -0.4 -0.6
C 4.5883 -2.0452 -0.8507 1.3 1.4 -0.6
H -1.2084 2.8553 -0.4317 0.6 0.2 0.4
C -1.3807 2.5458 0.6048 -1.4 -0.8 -1.0
```
Positions in Å, forces in eV/Å.

- HOMO (eV) = -7.924
- SMILES = CC[C@H]1Cc2c(nc(N)c3c(N)nc(N4CCCCC4)c(C#N)c23)O1
- relative energy (zero: lowest compared OMol25 entry of this formula, charge and spin) (kcal/mol) = 98.4
- total charge = 0
- LUMO level (Ha) = 0.00687

***

5.
Computed, not measured: C26H20N5O2Pd as an isolated structure, with wB97M-V/def2-TZVPD.

```
54
Properties=species:S:1:pos:R:3:forces:R:3
N 0.0696 1.5762 -0.2413 0.2 -0.6 -1.1
C -4.0895 2.8361 -4.4294 0.4 0.0 0.1
C 2.5960 -1.0040 0.5895 -1.0 -1.0 1.4
C 1.1557 0.7759 -0.2808 -0.7 -0.1 1.2
H 2.4212 -6.8459 3.0413 0.1 0.0 0.0
C 1.4673 -0.1059 0.7733 -1.0 0.5 -0.7
H 1.5766 -4.3016 6.4058 -0.1 0.0 0.0
C -2.0353 6.7475 -4.3294 0.2 0.0 0.1
H -2.0836 0.0828 -2.7359 -0.1 0.2 0.0
C -0.7121 1.5743 0.8259 -0.4 0.1 0.2
H 1.3119 -7.4199 7.2696 0.0 0.2 -0.2
H 3.8996 0.2844 -2.2995 0.0 0.0 -0.1
H 2.0178 -2.3391 5.0275 -0.1 0.1 0.1
C 2.0419 -3.3247 4.5909 -0.1 -0.3 0.9
H 0.5935 5.5983 -2.5415 -0.2 0.0 -0.2
H 4.3217 -1.4339 -0.5951 0.1 0.0 -0.1
C -3.9092 0.5370 -3.7920 0.2 0.3 -0.1
C 0.6344 -0.0852 1.9002 -0.1 0.1 -0.1
H -5.5795 1.3572 -4.8671 -0.1 0.0 0.0
N 2.4145 -2.3409 2.4906 -0.2 0.4 3.3
H -2.4319 7.6406 -4.7881 -0.1 0.0 -0.1
C 1.7748 -4.4201 5.3523 0.0 0.6 0.3
C 1.9939 0.9083 -1.4748 -0.5 0.8 -1.0
H 0.8453 -0.7262 2.7436 -0.1 0.0 0.0
N -1.0313 4.4775 -3.1476 0.9 -1.6 0.0
C -2.6862 0.8504 -3.2153 0.0 -0.5 0.1
C 0.6742 -6.9009 6.5471 -0.6 -0.5 1.5
C -4.6236 1.5576 -4.4062 0.2 -0.2 0.2
H -4.6351 3.6285 -4.9148 0.0 0.1 0.0
H -3.6747 5.5144 -4.9252 -0.1 -0.1 0.0
C -0.8216 6.7908 -3.6593 -0.2 -0.3 0.1
N 2.8460 -2.0298 1.3788 1.5 0.3 -2.3
Pd -0.2976 2.6994 -2.1590 -3.0 1.5 -0.5
H -4.2788 -0.4772 -3.7613 0.0 0.0 0.0
C -0.3540 5.6195 -3.0807 0.4 0.3 0.2
O 1.3681 -6.8160 5.3224 0.9 0.9 -1.5
N -2.1857 2.0810 -3.2238 0.9 0.7 1.2
C -2.7327 5.5508 -4.4039 0.2 -0.3 0.2
C 3.4433 -0.8072 -0.5340 0.7 0.8 -1.1
C -2.8545 3.0833 -3.8290 -0.4 0.0 -0.2
C 2.3934 -3.4453 3.2161 -0.1 0.4 -1.7
H -0.1942 -7.5464 6.3748 0.2 0.3 -0.1
C 3.2000 0.1348 -1.4913 0.6 -0.9 0.3
O 1.6165 1.6664 -2.4007 1.6 -0.8 0.9
H 3.0204 -4.8559 1.6915 0.0 -0.1 -0.1
C 2.3166 -5.8465 3.4434 0.3 0.0 -0.8
C 2.6328 -4.7562 2.6952 -0.7 -1.0 0.0
H -0.2478 7.7000 -3.5853 0.1 0.0 0.0
C -2.2069 4.4067 -3.8054 -0.2 0.3 -0.1
C 1.7885 -5.7197 4.7692 -0.2 -0.3 0.0
H 0.3620 -5.9364 6.9426 0.0 0.0 -0.1
H -1.5760 2.2335 0.8065 0.1 -0.1 0.0
C -0.4556 0.7616 1.9293 0.3 0.2 -0.1
H -1.1019 0.8100 2.7899 -0.1 0.0 0.1
```
Positions in Å, forces in eV/Å.

- HOMO (alpha / beta) (eV) = -16.848 / -16.894
- relative energy (zero: lowest compared OMol25 entry of this formula, charge and spin) (kcal/mol) = 68.7
- total charge = +3
- LUMO level (alpha / beta) (Ha) = -0.40271 / -0.40324

***

6.
Computed, not measured: C18H12Cl3NORu as an isolated structure, with wB97M-V/def2-TZVPD.

```
36
Properties=species:S:1:pos:R:3:forces:R:3
Cl -6.0546 3.1795 -2.9705 0.0 0.0 0.0
H 3.1855 -1.8071 2.9666 0.0 0.0 0.0
H -5.2850 0.5755 -2.2434 0.0 0.0 0.0
C 1.0125 -0.8411 1.7344 0.0 -0.1 -0.1
C 2.5439 -1.0983 -0.2626 0.1 -0.1 0.1
H 1.6132 0.4173 -1.2945 0.0 0.0 0.1
C -0.2194 -0.9140 1.0524 0.2 0.0 0.4
H -3.5299 4.4490 -2.9703 0.0 0.0 0.0
C -1.4585 -0.7527 1.6953 -0.1 0.0 -0.1
C -2.1608 2.9171 -2.4082 0.0 0.0 0.0
Cl -2.9575 -0.9695 -1.6067 0.0 -0.2 0.1
C 4.5645 -2.0379 1.3668 0.0 0.0 0.0
C -1.9786 1.5283 -2.0229 0.0 0.0 0.0
Cl -0.7806 3.8941 -2.4790 0.0 0.0 0.0
N 1.5189 -0.5952 -1.1844 0.1 0.0 0.0
C -3.1696 0.7203 -1.9822 -0.1 0.2 -0.1
C -4.5237 2.5720 -2.6218 0.0 0.0 0.0
H 5.3428 -2.4209 2.0117 0.0 0.0 0.0
O -0.8432 1.0651 -1.7395 0.0 -0.1 0.0
H -0.2868 0.0014 4.7602 0.0 0.0 0.0
H -2.3954 -0.8788 1.1601 0.0 0.0 0.0
C 4.7799 -1.9296 0.0012 0.0 0.0 0.0
Ru -0.5157 -0.9343 -0.8155 -0.2 0.2 -0.2
H 3.9253 -1.3726 -1.8800 0.0 0.0 0.0
H -2.4302 -0.3260 3.5490 0.0 0.0 0.0
C 3.7619 -1.4613 -0.8117 0.0 0.0 -0.1
C 2.3041 -1.1850 1.1100 0.1 0.0 -0.1
C 3.3454 -1.6731 1.9064 0.0 0.0 0.0
C -0.2778 -0.2772 3.7150 -0.1 0.0 0.0
H 1.8518 -0.3302 3.6374 0.0 0.0 0.0
H 1.7431 -0.9966 -2.0966 0.0 0.1 0.0
C -1.4858 -0.4422 3.0366 0.1 0.0 0.1
C -4.4022 1.2005 -2.2680 0.0 -0.1 0.0
C 0.9386 -0.4740 3.0775 0.0 0.0 0.0
H 5.7291 -2.2139 -0.4305 0.0 0.0 0.0
C -3.4051 3.4115 -2.6920 0.0 0.1 0.0
```
Positions in Å, forces in eV/Å.

- HOMO (alpha / beta) (eV) = -14.812 / -14.898
- 2S+1 = 5
- relative energy (zero: lowest compared OMol25 entry of this formula, charge and spin) (kcal/mol) = 3.0
- total charge = +2
- LUMO level (alpha / beta) (Ha) = -0.27580 / -0.34456

***

Respective energy values: -7277.15333; -3912.68347; -1089.40441; -1102.79543; -1553.86943; -2297.90306 Ha.
Respective F_max values: 6.15; 9.91; 5.06; 8.02; 3.40; 0.42 eV/A.